No. 1
{"formula": "C4H8O2", "method": "the ωB97M-V functional and the def2-TZVPD basis", "symbols": ["C", "C", "O", "C", "C", "O", "H", "H", "H", "H", "H", "H", "H", "H"], "positions_angstrom": [[1.21, -1.29, -1.53], [0.37, -0.21, -0.88], [0.06, -0.64, 0.44], [-0.86, 0.16, 1.09], [-0.55, 1.41, 1.68], [-1.62, 2.10, 1.76], [0.66, -2.24, -1.53], [2.14, -1.44, -0.99], [1.44, -1.02, -2.57], [0.93, 0.74, -0.85], [-0.56, -0.03, -1.44], [-1.49, -0.43, 1.77], [-2.02, 1.14, 1.02], [0.40, 1.83, 2.03]], "multiplicity": 1, "fmax_ev_per_a": 0.32, "total_energy_ha": -307.5468, "total_charge": 0, "de_lowest_kj_mol": 434.9}

***

No. 2
{"formula": "C16H36B4N2O7", "method": "the ωB97M-V functional and the def2-TZVPD basis", "symbols": ["C", "C", "B", "O", "B", "C", "C", "C", "C", "C", "C", "C", "C", "O", "B", "B", "O", "O", "O", "H", "H", "H", "H", "H", "H", "H", "H", "H", "H", "H", "H", "H", "H", "H", "H", "H", "H", "H", "H", "H", "H", "C", "C", "O", "N", "C", "H", "H", "H", "H", "H", "H", "H", "C", "C", "O", "N", "C", "H", "H", "H", "H", "H", "H", "H"], "positions_angstrom": [[-4.93, -0.13, 1.87], [-3.97, -1.05, 1.85], [-3.61, -1.80, 0.53], [-2.27, -1.94, 0.12], [-2.05, -1.79, -1.23], [-0.63, -1.70, -1.88], [0.53, -1.82, -0.89], [0.76, -0.55, -0.08], [1.60, 0.51, -0.80], [2.24, 1.50, 0.19], [1.95, 2.96, -0.11], [0.46, 3.31, -0.13], [-0.13, 3.48, -1.55], [-3.19, -1.77, -2.05], [-4.13, -2.65, -1.53], [-4.59, -4.12, -2.30], [-4.82, -4.21, -3.66], [-4.81, -5.24, -1.52], [-4.61, -2.33, -0.26], [-5.47, 0.13, 2.77], [-5.22, 0.39, 0.96], [-3.43, -1.34, 2.75], [-0.58, -0.74, -2.40], [-0.57, -2.49, -2.63], [0.32, -2.65, -0.21], [1.45, -2.09, -1.42], [-0.21, -0.11, 0.18], [1.28, -0.82, 0.84], [2.40, -0.01, -1.33], [1.03, 1.03, -1.56], [1.85, 1.30, 1.20], [3.31, 1.33, 0.23], [2.44, 3.27, -1.04], [2.43, 3.55, 0.68], [-0.13, 2.59, 0.45], [0.34, 4.27, 0.37], [0.55, 3.05, -2.28], [-0.24, 4.54, -1.78], [-1.09, 2.99, -1.63], [-3.99, -4.19, -4.13], [-4.08, -5.37, -0.91], [-3.12, 1.44, 6.45], [-2.90, 0.22, 5.59], [-3.79, -0.26, 4.91], [-1.66, -0.33, 5.60], [-0.49, 0.10, 6.34], [-4.15, 1.76, 6.34], [-2.94, 1.21, 7.50], [-2.46, 2.25, 6.15], [-1.57, -1.14, 5.01], [0.32, 0.34, 5.65], [-0.15, -0.70, 7.00], [-0.71, 0.97, 6.94], [5.10, 1.50, -5.03], [4.88, 1.06, -3.60], [4.09, 1.63, -2.86], [5.58, -0.02, -3.16], [6.55, -0.82, -3.89], [4.47, 2.36, -5.22], [6.14, 1.79, -5.18], [4.84, 0.71, -5.73], [5.39, -0.26, -2.21], [6.22, -1.86, -3.94], [7.52, -0.79, -3.40], [6.66, -0.45, -4.91]], "multiplicity": 1, "fmax_ev_per_a": 1.09, "total_energy_ha": -1367.1925, "total_charge": 0, "de_lowest_kj_mol": 0.0}

***

No. 3
{"formula": "C4H26NO12", "method": "the ωB97M-V functional and the def2-TZVPD basis", "symbols": ["O", "C", "O", "C", "C", "C", "O", "N", "H", "H", "H", "H", "H", "H", "H", "H", "H", "H", "O", "H", "H", "O", "H", "H", "O", "H", "H", "O", "H", "H", "O", "H", "H", "O", "H", "H", "O", "H", "H", "O", "H", "H", "O"], "positions_angstrom": [[-2.92, -1.07, -0.02], [-1.80, -1.40, -0.18], [-1.39, -2.00, -1.21], [-0.71, -0.61, 0.56], [0.07, 0.23, -0.62], [-0.59, 1.49, -1.24], [1.39, 0.43, -0.04], [-1.22, 0.24, 1.60], [0.13, -1.27, 0.90], [0.31, -0.33, -1.48], [-1.10, 2.02, -0.36], [-1.39, 1.15, -1.91], [0.05, 2.15, -1.77], [1.38, 0.67, 0.87], [-0.84, 1.16, 1.51], [-2.25, 0.43, 1.64], [3.72, -1.43, -0.68], [2.46, -1.67, 0.23], [3.14, -2.10, -0.33], [0.78, 0.95, 3.57], [2.37, 1.45, 3.44], [1.37, 1.67, 3.24], [2.58, 0.10, -2.09], [2.38, 0.51, -3.43], [3.05, 0.59, -2.76], [-0.93, -1.49, 4.00], [-0.32, -0.38, 3.19], [-0.21, -0.82, 4.05], [-1.52, -1.76, -3.78], [-2.21, -1.62, -2.52], [-2.34, -1.43, -3.51], [1.98, 3.90, 0.61], [1.39, 3.49, 1.92], [1.51, 4.24, 1.33], [3.24, 2.67, -1.20], [2.24, 1.72, -0.68], [2.83, 2.57, -0.37], [-0.70, -4.09, -1.30], [0.56, -3.40, -0.99], [0.26, -4.26, -1.16], [-3.35, 1.60, 0.13], [-4.25, 0.30, 0.39], [-4.19, 1.32, 0.47]], "multiplicity": 1, "fmax_ev_per_a": 5.60, "total_energy_ha": -1125.7031, "total_charge": -1, "de_lowest_kj_mol": 209.3}

***

No. 4
{"formula": "C3H7NS", "method": "the ωB97M-V functional and the def2-TZVPD basis", "symbols": ["C", "C", "N", "S", "C", "H", "H", "H", "H", "H", "H", "H"], "positions_angstrom": [[-1.68, -1.10, 0.76], [-0.98, -0.93, -0.56], [0.04, -0.21, -0.76], [0.67, 0.60, 0.56], [1.98, 1.49, -0.31], [-2.57, -1.62, 0.54], [-1.02, -1.69, 1.43], [-1.75, -0.17, 1.30], [-1.36, -1.48, -1.47], [2.30, 2.26, 0.34], [2.80, 0.86, -0.61], [1.57, 1.98, -1.20]], "multiplicity": 1, "fmax_ev_per_a": 2.30, "total_energy_ha": -571.4127, "total_charge": 0, "smiles": "C/C=N\\SC", "de_lowest_kj_mol": 69.0}

***

No. 5
{"formula": "C9H14", "method": "the ωB97M-V functional and the def2-TZVPD basis", "symbols": ["C", "C", "H", "H", "H", "H", "H", "H", "C", "C", "C", "C", "C", "C", "C", "H", "H", "H", "H", "H", "H", "H", "H"], "positions_angstrom": [[-3.31, -1.19, 0.36], [-2.96, -0.92, 1.81], [-3.34, -0.30, -0.27], [-2.57, -1.88, -0.04], [-4.30, -1.64, 0.24], [-2.88, -1.84, 2.39], [-3.71, -0.37, 2.38], [-1.98, -0.46, 1.92], [1.55, -0.53, -2.51], [0.92, 1.42, -1.05], [1.66, 0.19, -1.22], [1.03, 2.09, 0.13], [1.75, 1.59, 1.24], [2.43, -0.30, -0.14], [2.36, 0.30, 1.08], [0.49, 1.94, -1.84], [0.48, 3.01, 0.29], [0.63, -1.11, -2.52], [2.42, -1.13, -2.74], [2.07, 2.25, 2.04], [2.98, -1.23, -0.19], [2.87, -0.12, 1.93], [1.42, 0.23, -3.29]], "multiplicity": 2, "fmax_ev_per_a": 2.50, "total_energy_ha": -350.9936, "total_charge": 1, "s2": 0.7694, "de_lowest_kj_mol": 40.3}

***

No. 6
{"formula": "C18H25INO4P", "method": "the ωB97M-V functional and the def2-TZVPD basis", "symbols": ["N", "C", "C", "C", "C", "C", "C", "C", "C", "P", "O", "O", "C", "C", "C", "C", "C", "C", "C", "C", "C", "I", "C", "O", "O", "H", "H", "H", "H", "H", "H", "H", "H", "H", "H", "H", "H", "H", "H", "H", "H", "H", "H", "H", "H", "H", "H", "H", "H", "H"], "positions_angstrom": [[2.04, -0.93, -0.07], [1.28, 0.16, 0.64], [0.65, -0.50, 1.87], [-0.21, 0.53, 2.66], [0.63, 1.45, 3.52], [-0.14, 2.33, 4.45], [-0.82, 1.34, 5.47], [-1.88, 0.56, 4.68], [-1.18, -0.23, 3.66], [-0.14, 0.93, -0.51], [-1.36, 0.20, -0.11], [-0.36, 2.50, -0.04], [0.28, 0.83, -2.32], [-0.96, 0.51, -3.10], [-0.97, -0.50, -4.04], [0.12, -1.48, -4.17], [0.10, -2.59, -3.32], [1.18, -3.50, -3.22], [2.24, -3.35, -4.11], [2.29, -2.23, -4.94], [1.16, -1.38, -5.15], [1.39, 0.26, -6.64], [-2.18, 1.39, -2.94], [-2.31, 2.41, -2.28], [-3.18, 0.88, -3.55], [2.01, -1.79, 0.40], [3.01, -0.61, -0.21], [1.97, 0.95, 0.96], [1.51, -0.91, 2.53], [-0.07, -1.29, 1.53], [-0.86, 1.04, 2.06], [1.37, 0.92, 4.06], [1.30, 2.09, 2.82], [0.47, 3.08, 4.91], [-0.82, 2.89, 3.89], [-1.29, 1.93, 6.19], [-0.14, 0.72, 6.13], [-2.58, 1.18, 4.06], [-2.49, -0.05, 5.33], [-0.57, -0.98, 4.24], [-1.94, -0.69, 3.14], [-1.08, 2.67, -0.56], [1.00, 0.09, -2.49], [0.67, 1.80, -2.49], [-1.87, -0.79, -4.55], [-0.85, -2.74, -2.76], [1.18, -4.44, -2.67], [3.14, -4.01, -4.21], [3.14, -2.02, -5.58], [-3.88, 1.39, -3.18]], "multiplicity": 1, "fmax_ev_per_a": 4.32, "total_energy_ha": -1695.6460, "total_charge": 0, "smiles": "N[C@H](CC1CCCCC1)[P@@](=O)(O)C/C(=C\\c1ccccc1I)C(=O)O", "de_lowest_kj_mol": 134.6}